93
Properties=species:S:1:pos:R:3:forces:R:3 method="wB97M-V/def2-TZVPD" charge=-2 gap_ev=4.0429 e_lumo_ev=3.48 de_lowest_kcal_mol=46.8 e_homo_ev=-0.56 max_force_ev_per_a=3.10
Lu 1.520484 -1.540482 0.135202 1.056 2.914 0.049
N 2.795312 -3.188026 -0.979123 0.994 0.304 0.137
C 2.034419 -3.860517 -2.024982 -1.001 -0.403 0.063
C 0.599749 -3.266400 -2.258735 0.065 0.225 1.131
O -0.135837 -3.781157 -3.095926 0.459 0.448 0.444
O 0.316094 -2.250959 -1.472333 -0.064 -1.083 -1.324
H 3.480335 -2.565777 -1.399608 0.171 0.235 0.136
H 3.299037 -3.799099 -0.311034 -0.668 0.201 -0.765
H 1.945476 -4.895093 -1.715459 -0.402 -0.157 -0.275
H 2.483802 -3.837555 -3.004292 0.593 0.063 -0.285
F 6.380115 -2.701370 5.146380 1.546 -0.251 0.706
C 5.181324 -2.397214 4.714545 -1.424 0.405 -0.532
C 4.149995 -2.132512 5.610292 0.355 0.320 -0.102
F 4.500248 -1.988699 6.902411 -0.226 -0.676 0.443
C 2.861331 -1.878137 5.181331 0.127 -0.379 -1.400
F 1.826245 -2.146361 6.017422 0.484 1.067 -0.275
C 2.668169 -1.554041 3.797663 -1.131 -0.135 1.040
S 1.224988 -0.871641 3.137519 -0.382 -0.541 0.133
C 3.715348 -1.837203 2.946218 0.381 -0.572 -1.046
F 3.468697 -1.804921 1.581248 0.638 -0.128 0.987
C 4.943323 -2.313412 3.357956 0.122 0.143 -0.391
F 5.930183 -2.618816 2.486146 -0.441 0.105 0.319
Br -6.020621 -6.064847 1.864863 -0.240 0.410 0.879
C -4.879294 -5.908368 0.394381 0.571 1.436 -0.261
C -4.940675 -6.996244 -0.438731 1.918 1.058 -1.462
C -4.212650 -6.961358 -1.645795 -0.011 -0.771 0.533
C -3.325088 -5.941918 -1.886993 0.061 0.982 0.207
C -3.242107 -4.833622 -1.021181 0.328 -0.098 0.309
C -4.062605 -4.762118 0.108535 -0.689 -0.458 -0.297
I -4.178795 -2.862544 1.122216 0.105 -1.240 -0.329
H -5.325501 -7.897957 -0.077480 -1.132 -1.069 0.182
H -4.251790 -7.817061 -2.323560 -0.011 0.216 0.223
H -2.663639 -5.942221 -2.742987 -0.047 -0.069 -0.053
H -2.464555 -4.073856 -1.214268 -0.649 -0.296 0.048
Se 3.334310 0.584862 -0.861495 1.409 -1.878 0.394
O 0.383835 0.279980 0.176966 -1.335 1.302 -0.265
P 0.286220 1.724212 -0.359500 -0.580 -0.066 -1.402
C -1.509480 2.209710 -0.379205 0.043 -1.115 -0.375
C -2.184724 1.858670 0.949452 0.082 0.202 1.101
C -3.710993 2.054724 0.872303 -0.384 -0.628 -0.214
C -4.163952 3.415719 0.285626 0.997 0.308 0.430
C -3.430881 3.743751 -1.036018 -0.243 -1.280 0.152
C -1.912380 3.603599 -0.912924 0.319 0.052 0.716
C 0.784796 1.744064 -2.182734 -0.739 -0.589 1.353
C 0.002491 0.676510 -3.034501 0.949 -0.542 0.745
C -0.827261 1.175126 -4.207303 -0.651 -0.023 0.920
C -0.061373 2.181329 -5.043011 0.025 -1.423 -2.022
C 0.429962 3.371753 -4.271690 -2.144 0.962 0.933
C 0.994152 3.103755 -2.862951 0.115 0.757 0.851
C 1.362015 2.788825 0.635985 1.070 0.834 -1.252
C 1.673603 2.365399 2.031419 0.336 -1.018 2.197
C 1.051185 3.219484 3.157886 0.720 -0.493 -0.228
C 1.329368 4.723671 2.945064 0.402 -0.453 0.513
C 0.738307 5.144320 1.622842 0.435 -1.194 -1.699
C 1.453048 4.340216 0.438900 0.219 0.172 1.657
H -1.858714 1.472528 -1.158472 0.079 0.420 0.648
H -1.804667 2.518195 1.783953 -0.205 -0.203 -0.881
H -1.902646 0.836782 1.346441 -0.421 0.899 -0.876
H -4.089660 1.977495 1.887184 -0.224 0.028 0.249
H -4.195752 1.199393 0.338782 0.444 0.614 0.022
H -3.818389 4.180923 1.015441 -0.394 -0.205 -0.216
H -5.268510 3.467993 0.233578 0.545 0.008 -0.182
H -3.671265 4.713099 -1.452462 -0.238 0.358 0.100
H -3.730760 2.993912 -1.782079 -0.137 0.130 -0.044
H -1.512957 4.382631 -0.242409 -0.112 -0.121 -0.083
H -1.492011 3.797151 -1.896980 0.220 -0.162 -0.079
H 1.835559 1.266524 -1.862015 -1.161 0.602 -1.091
H -0.573039 -0.102783 -2.460166 0.637 0.922 -0.192
H 0.861639 0.112555 -3.460164 -0.583 -0.121 -0.058
H -1.801234 1.610338 -3.910389 0.361 0.240 0.368
H -1.171137 0.267861 -4.719128 0.437 0.245 -0.563
H -0.732869 2.436359 -5.888954 0.316 0.493 0.368
H 0.744853 1.634614 -5.575311 0.049 0.220 0.542
H -0.473552 4.059236 -4.214720 0.661 -0.677 0.364
H 1.126362 4.015023 -4.764411 0.673 -0.002 -0.826
H 0.633586 3.919054 -2.195477 0.116 -0.438 -0.573
H 2.065551 3.306999 -2.919861 0.255 -0.281 0.090
H 2.297650 2.343412 0.198021 -0.372 0.261 -0.665
H 2.788207 2.481884 2.214878 -0.940 -0.378 -0.506
H 1.436526 1.248228 2.186160 0.522 1.908 -0.205
H 1.403982 2.769249 4.115433 -0.157 0.723 -0.457
H -0.009700 3.096726 3.127199 -1.033 -0.154 0.161
H 2.435497 4.879040 2.882940 -0.702 0.117 0.410
H 0.864306 5.304706 3.762638 0.506 -0.082 -0.156
H 0.809259 6.207050 1.411987 0.168 0.272 0.125
H -0.321735 4.885163 1.586918 -0.182 0.021 0.117
H 2.545817 4.615990 0.481668 -0.885 -0.293 -0.064
H 1.090955 4.705047 -0.506862 -0.211 -0.044 -0.356
F 2.088305 -5.119149 1.314559 -0.392 0.212 0.142
B 0.730207 -4.778852 1.144169 0.799 -0.344 -0.731
F 0.321074 -5.237710 -0.124011 -0.181 0.544 0.835
F -0.065944 -5.260919 2.155083 0.177 0.703 -0.314
F 0.771448 -3.223920 1.089885 -0.936 -2.521 0.900

=====

80
Properties=species:S:1:pos:R:3:forces:R:3 method="wB97M-V/def2-TZVPD" charge=+2 gap_ev=8.0152 e_lumo_ev=-5.34 de_lowest_kcal_mol=0.0 e_homo_ev=-13.35 max_force_ev_per_a=0.49
In -0.280005 0.098966 -0.406610 0.057 0.351 0.340
C 2.728089 0.658998 4.236568 0.002 -0.016 0.028
C 2.389979 -0.151736 2.984333 0.028 0.011 -0.012
C 3.642276 -0.835328 2.423793 0.010 0.012 -0.003
C 1.302074 -1.181789 3.241823 -0.034 -0.038 -0.052
C 1.563434 -2.209444 4.145563 -0.004 -0.004 -0.005
C 0.656468 -3.229279 4.353120 0.014 -0.002 0.007
C -0.520611 -3.260856 3.622383 -0.002 -0.017 -0.044
C -0.832252 -2.263020 2.708871 -0.042 0.123 0.049
C -2.093318 -2.428484 1.877563 0.013 -0.105 0.010
C -3.090009 -1.268975 1.896115 0.000 0.030 0.008
C -1.722502 -2.903592 0.469922 0.002 0.001 -0.056
C 0.072882 -1.199672 2.565873 -0.006 -0.025 0.059
N -0.258429 -0.082083 1.721843 0.087 -0.117 -0.060
C -0.304011 1.114070 2.253063 -0.018 -0.056 0.028
C -0.338194 2.265980 1.453949 -0.048 0.087 0.002
C -0.429272 3.615660 1.784743 0.032 0.044 0.002
C -0.334299 4.324466 0.590361 0.013 0.007 0.015
C -0.180651 3.398315 -0.446846 -0.041 -0.058 -0.026
N -0.186717 2.145876 0.074496 -0.002 -0.098 -0.211
C -0.009503 3.678110 -1.923724 0.044 -0.005 0.009
C 1.196495 2.903965 -2.468838 0.002 0.001 0.017
C 0.223134 5.174788 -2.140394 0.015 0.022 0.000
C -1.266513 3.259150 -2.698336 -0.045 0.027 0.018
H 3.454654 1.438570 4.005543 0.003 -0.003 0.000
H 3.160734 0.022695 5.009729 -0.008 -0.006 -0.002
H 1.843036 1.132068 4.664555 -0.001 0.017 -0.015
H 2.050992 0.550499 2.219447 -0.033 0.011 0.005
H 4.082053 -1.522010 3.147532 -0.008 0.007 0.009
H 4.401340 -0.088260 2.180165 -0.004 -0.011 -0.012
H 3.406970 -1.416348 1.527066 0.002 0.007 -0.006
H 2.497560 -2.207559 4.692835 -0.003 -0.007 0.004
H 0.869404 -4.010167 5.070384 0.003 0.000 0.002
H -1.217836 -4.077584 3.764018 0.003 0.001 0.007
H -2.625117 -3.271475 2.325895 0.014 0.000 -0.007
H -2.675770 -0.330630 1.529715 0.007 -0.008 -0.034
H -3.442534 -1.087956 2.911631 0.006 0.011 0.001
H -3.958145 -1.520215 1.283074 -0.017 -0.016 0.023
H -1.091606 -2.186562 -0.078328 0.002 -0.018 0.061
H -2.606160 -3.075772 -0.146808 0.004 0.007 -0.001
H -1.143510 -3.826039 0.520051 -0.029 -0.023 -0.001
H -0.288290 1.209945 3.336027 0.004 0.001 0.008
H -0.537912 4.019487 2.779197 -0.006 -0.002 -0.002
H -0.344355 5.395182 0.478507 -0.011 -0.004 0.017
H 2.111987 3.186709 -1.945255 0.006 -0.011 0.004
H 1.333072 3.115825 -3.529856 -0.008 0.018 0.003
H 1.059325 1.820512 -2.380017 -0.010 -0.010 -0.010
H 1.097340 5.526715 -1.591668 0.001 0.000 0.000
H -0.640156 5.762092 -1.825988 0.000 -0.007 -0.002
H 0.387461 5.370921 -3.199964 0.000 -0.001 0.000
H -1.385467 2.173967 -2.720308 -0.018 -0.048 0.025
H -1.195954 3.597042 -3.733018 0.015 -0.008 0.000
H -2.161974 3.706336 -2.261700 0.004 -0.004 -0.010
C 5.083250 -0.718014 -1.491897 -0.024 -0.017 0.015
N 3.655900 -1.041092 -1.391121 -0.004 0.006 0.005
C 3.090392 -2.278603 -1.585549 -0.016 -0.012 0.007
C 1.757360 -2.136921 -1.380193 0.039 -0.029 0.009
N 1.511280 -0.815377 -1.064229 -0.044 -0.005 -0.111
C 2.686072 -0.187611 -1.075557 0.006 -0.016 0.005
H 5.616195 -1.616317 -1.786744 0.004 0.003 -0.002
H 5.449105 -0.383863 -0.524253 0.014 0.009 -0.009
H 5.233065 0.051321 -2.244597 0.010 0.009 0.011
H 3.680468 -3.139317 -1.847354 -0.006 -0.002 -0.005
H 0.976254 -2.875795 -1.425562 0.024 -0.016 0.022
H 2.839208 0.857872 -0.859616 0.020 0.000 -0.013
N -4.197358 0.394120 -1.928686 -0.021 0.023 0.054
C -3.147179 0.695624 -1.170799 0.045 -0.030 0.008
N -2.122932 -0.106887 -1.424123 0.012 0.006 -0.108
C -2.540632 -0.990652 -2.424406 -0.022 0.018 -0.011
C -1.869762 -2.024610 -3.070065 0.005 -0.032 -0.032
C -2.571974 -2.719519 -4.032034 0.012 -0.004 0.007
C -3.903413 -2.400434 -4.347869 -0.012 0.002 -0.003
C -4.573857 -1.375110 -3.715667 0.000 -0.010 0.002
C -3.859015 -0.678960 -2.747231 0.018 -0.017 0.001
H -5.085632 0.871014 -1.892798 -0.012 -0.009 -0.030
H -3.135514 1.497811 -0.448314 -0.022 0.014 -0.011
H -0.841575 -2.277616 -2.839935 -0.021 0.035 -0.005
H -2.090213 -3.529886 -4.561330 0.002 -0.001 0.003
H -4.411951 -2.974668 -5.109594 -0.004 0.004 0.001
H -5.597209 -1.128563 -3.962552 0.001 0.001 0.000